(1)
A structure of composition C24H10AuF11N4O5S2 at a distorted geometry, computed with ωB97M-V/def2-TZVPD.

Each line ends with the natural charge from an NBO analysis.
CARTESIAN COORDINATES (ANGSTROEM)
1 Au -0.04354 0.01442 -0.26593  1.581
2 S 0.15912 -1.70247 2.82115  2.246
3 S -2.10401 -0.18280 2.20408  2.247
4 F 0.77893 -3.47686 0.98503  -0.309
5 F -0.58613 4.65680 -0.59323  -0.292
6 F -3.90025 1.72952 -3.70986  -0.287
7 F -1.78407 1.77718 3.89172  -0.290
8 F -1.34400 -3.37139 1.40377  -0.317
9 F -2.12338 0.48586 -2.17511  -0.329
10 F -2.34592 5.89491 -2.19403  -0.284
11 F -2.19222 2.37635 1.85126  -0.296
12 F -0.21915 1.66407 2.40276  -0.303
13 F -0.00874 -4.33422 2.80466  -0.293
14 F -4.05752 4.45626 -3.75321  -0.285
15 O -1.82648 -0.31207 0.72962  -0.986
16 O -0.38045 2.01952 -0.46179  -0.749
17 O 0.87171 -0.89204 1.84965  -0.995
18 O 0.83101 -2.04315 4.02491  -0.875
19 O -3.48920 -0.18546 2.50609  -0.860
20 N 1.70193 0.23388 -1.05010  -0.439
21 N 5.46040 -4.88698 -7.40169  -0.281
22 N -1.30879 -1.17195 3.10301  -1.196
23 N -0.31826 -1.78145 -1.28756  -0.529
24 C -1.45892 -3.28558 -2.50806  -0.307
25 C 3.67310 -0.16327 -2.02707  -0.169
26 C -2.30812 4.56255 -2.16962  0.280
27 C -3.09543 2.46349 -2.93865  0.273
28 C 2.56913 1.14715 -0.59437  0.035
29 C 3.06633 -3.67809 -3.39745  -0.186
30 C 3.81108 0.93404 -1.18454  -0.306
31 C -1.40308 3.91732 -1.35267  0.279
32 C -1.52391 1.52704 2.62044  0.743
33 C 4.06389 -3.68385 -5.58117  -0.165
34 C -3.17359 3.83816 -2.96781  0.250
35 C 2.34817 -0.61713 -1.93088  -0.001
36 C 2.57800 -2.39586 -3.62658  -0.066
37 C 1.76810 -1.71525 -2.58064  0.150
38 C -0.12684 -3.33083 1.95118  0.727
39 C 4.84003 -4.35318 -6.59578  0.267
40 C -2.17344 1.83433 -2.12063  0.284
41 C 0.50673 -2.20603 -2.32564  0.005
42 C 2.83284 -1.76148 -4.83823  -0.147
43 C 3.81906 -4.31852 -4.36654  -0.156
44 C -0.21662 -3.17229 -3.07920  -0.161
45 C -1.47859 -2.40652 -1.40325  0.083
46 C -1.29705 2.52551 -1.28715  0.200
47 C 3.56395 -2.40650 -5.82020  -0.161
48 H -2.28306 -2.22613 -0.70831  0.238
49 H 2.26696 1.90948 0.10775  0.245
50 H 2.86464 -4.16601 -2.45229  0.235
51 H 0.15378 -3.67147 -3.96008  0.237
52 H 3.75166 -1.92535 -6.77021  0.235
53 H 2.43990 -0.76856 -5.01645  0.227
54 H 4.21720 -5.30799 -4.18849  0.237
55 H 4.69283 1.52611 -1.00751  0.240
56 H 4.43625 -0.62989 -2.62897  0.237
57 H -2.28173 -3.90476 -2.82446  0.240

## Properties
LUMO level, eV: -2.49
Gap between HOMO and LUMO, Eh: 0.237

=====

(2)
A structure of composition C24H12Co2F3NO6 at a distorted geometry, computed with ωB97M-V/def2-TZVPD.

Each line ends with the natural charge from an NBO analysis.
CARTESIAN COORDINATES (ANGSTROEM)
1 Co -2.17259 -1.91226 1.03735  -0.130
2 Co -0.56601 -3.06575 2.49417  -0.114
3 F 5.46249 -0.08408 -4.30168  -0.335
4 F 5.47128 1.07392 -2.42475  -0.334
5 F 5.13957 2.08335 -4.35418  -0.337
6 O -3.69542 -4.26317 2.07108  -0.620
7 O -3.38146 -0.20990 3.05979  -0.616
8 O -1.05947 -1.47248 4.87810  -0.629
9 O -1.10631 -5.73481 3.48470  -0.620
10 O 2.29104 -3.30837 2.85109  -0.635
11 O -4.06318 -1.47707 -1.12963  -0.623
12 N -2.43232 1.83217 -2.60272  -0.380
13 C -0.98048 1.50384 0.85495  0.020
14 C -0.80153 1.27664 2.22316  -0.132
15 C -0.61204 0.26242 -1.62218  -0.366
16 C 4.85564 0.94883 -3.64742  0.982
17 C -0.88832 -2.05443 3.89134  0.419
18 C 0.74155 0.38847 -2.51781  0.060
19 C -0.82145 -0.90724 0.46075  -0.255
20 C -2.86895 -0.86207 2.24719  0.502
21 C -1.09746 3.62956 2.72016  -0.243
22 C -3.31336 -1.70863 -0.25559  0.471
23 C -2.92222 -3.42755 1.77024  0.489
24 C -1.31584 3.85942 1.35137  -0.234
25 C 1.17876 1.61967 -3.01881  -0.163
26 C -1.26960 2.80534 0.44449  -0.232
27 C 2.85197 -0.55494 -3.31374  -0.191
28 C -0.85339 2.31580 3.16084  -0.229
29 C -0.44987 0.38974 -0.16337  -0.290
30 C -0.40367 -2.13946 0.70999  -0.471
31 C -0.86320 -4.69088 3.07574  0.433
32 C 1.14967 -3.19737 2.68413  0.474
33 C 3.37378 0.72760 -3.44420  -0.185
34 C 2.52047 1.81538 -3.36352  -0.211
35 C -1.59952 1.15160 -2.18036  0.338
36 C 1.51418 -0.72118 -2.94715  -0.207
37 H -0.66443 2.15310 4.23601  0.210
38 H -0.46406 0.30742 2.60937  0.244
39 H 3.52412 -1.39767 -3.46280  0.225
40 H -1.35696 2.98292 -0.61519  0.208
41 H 0.64793 0.67200 -0.19074  0.212
42 H 0.24650 -2.75342 0.08694  0.163
43 H -1.49243 4.87209 0.98006  0.191
44 H 0.51929 2.48111 -3.00369  0.215
45 H -0.87464 -0.75230 -1.82309  0.285
46 H 2.89944 2.81590 -3.53946  0.219
47 H -1.13512 4.47035 3.42323  0.190
48 H 1.13763 -1.74362 -2.88410  0.230

## Properties
Total charge: -2
LUMO level, eV: 4.14
Gap between HOMO and LUMO, Eh: 0.111
Energy relative to the best compared isomer or geometry (same formula, charge and spin), eV: 3.2762

=====

(3)
A structure of composition C24H14Cl7N3O2Y, computed with ωB97M-V/def2-TZVPD.

Each line ends with the natural charge from an NBO analysis.
CARTESIAN COORDINATES (ANGSTROEM)
1 Y 0.41502 -1.05590 0.73346  1.886
2 Cl 0.68771 1.81489 5.90752  0.031
3 Cl -0.36717 -0.15489 3.66892  0.029
4 Cl 0.07117 -2.52313 -2.04662  1.447
5 Cl 4.70896 3.29668 2.60487  0.028
6 Cl 3.62869 1.31084 0.42684  0.007
7 Cl -4.22209 -2.88320 1.23002  -0.026
8 Cl 3.23427 3.54842 5.34321  0.032
9 O 1.40310 -2.93228 1.61201  -0.441
10 O 0.48096 -1.10533 -1.57628  -0.903
11 N -1.48276 -1.84834 0.40257  -1.128
12 N 0.22855 -2.60034 -3.62706  -0.715
13 N 1.88324 -2.84287 0.47487  -0.224
14 C 1.53425 -3.01201 -3.98137  0.121
15 C -2.36499 -3.36998 -2.87540  -0.200
16 C 1.51464 1.68416 4.39904  -0.142
17 C -1.86945 1.12430 -0.12694  -0.222
18 C -4.19336 -3.64247 -1.34796  -0.205
19 C -2.14328 -2.51356 -0.48840  0.159
20 C 1.08200 0.81830 3.40193  0.037
21 C 2.80898 1.44776 1.96848  -0.053
22 C -0.97131 1.56514 -2.31337  -0.206
23 C -3.65092 -3.79499 -2.64074  -0.334
24 C 2.65111 -3.07752 -3.14371  -0.240
25 C -1.66944 -2.77644 -1.83189  -0.211
26 C 1.69795 -3.33667 -5.33258  -0.252
27 C 3.87873 -3.48396 -3.64742  -0.203
28 C -3.48905 -3.05661 -0.33868  -0.097
29 C 0.07200 2.28834 -1.74501  -0.219
30 C -1.93330 0.97748 -1.50911  -0.147
31 C 4.03414 -3.80875 -4.98614  -0.267
32 C 0.14769 2.43005 -0.36808  -0.212
33 C 3.30462 2.33898 2.91744  -0.099
34 C 2.92919 -3.72587 -5.82606  -0.190
35 C 1.68856 0.66500 2.17148  -0.520
36 C 2.64814 2.45445 4.14350  -0.088
37 C -0.83199 1.85767 0.44283  -0.280
38 H -1.88195 -3.49994 -3.83254  0.246
39 H 0.83845 2.72093 -2.37545  0.212
40 H -0.78658 1.98600 1.51754  0.228
41 H 3.02540 -3.97102 -6.87700  0.201
42 H 0.96784 2.97822 0.07812  0.221
43 H -2.60338 0.64217 0.50402  0.244
44 H 4.72681 -3.53118 -2.97540  0.209
45 H -1.00845 1.42586 -3.38623  0.214
46 H 0.83355 -3.27456 -5.98174  0.214
47 H -2.71551 0.37202 -1.94896  0.214
48 H 4.99878 -4.11546 -5.36880  0.203
49 H -4.22314 -4.26353 -3.42841  0.206
50 H -5.19481 -3.99840 -1.13936  0.213
51 H 2.58606 -2.80957 -2.09529  0.221

## Properties
Total charge: -1
LUMO level (spin up / spin down), eV: 2.28 / 2.28
Gap between HOMO and LUMO (spin up / spin down), Eh: 0.240 / 0.240
Energy relative to the best compared isomer or geometry (same formula, charge and spin), eV: 6.4346

=====

(4)
A cluster of 2 separate species, C24H14F17N2O4P in total, computed with ωB97M-V/def2-TZVPD.

Each line ends with the natural charge from an NBO analysis.
CARTESIAN COORDINATES (ANGSTROEM)
1 P 4.22604 -1.31156 1.25016  1.104
2 F -2.22769 -1.42614 -1.74690  -0.298
3 F -4.11576 -3.77548 0.79554  -0.287
4 F -3.64745 0.53221 0.12858  -0.307
5 F -4.39672 2.09860 2.83978  -0.309
6 F -5.45730 -2.54537 2.39605  -0.291
7 F -6.42607 -1.81854 0.58683  -0.294
8 F -4.89161 -1.27073 -1.49445  -0.294
9 F -3.67277 4.32586 1.42913  -0.314
10 F -2.24813 -3.58339 -1.38128  -0.301
11 F -3.99507 -0.44730 2.73128  -0.295
12 F -3.89273 3.21654 -0.44643  -0.316
13 F -5.81545 2.84716 1.37815  -0.290
14 F -2.93700 -1.94947 0.80201  -0.301
15 F -5.07789 -3.45148 -1.47320  -0.291
16 F -5.80845 0.81550 -0.00115  -0.290
17 F -3.21039 -2.75743 -3.15451  -0.297
18 F -6.13708 -0.00772 2.53141  -0.297
19 O 4.97574 -0.12119 2.10919  -0.976
20 O 2.56273 1.24311 2.20400  -0.541
21 O 6.11636 -1.42944 -3.32991  -0.680
22 O 0.69911 2.95971 -2.17985  -0.508
23 N 7.31641 0.46431 -3.00233  -0.846
24 N 7.98732 -1.53438 -2.05700  -0.844
25 C -1.30849 2.63351 -0.13869  -0.141
26 C 3.38835 -0.42298 -0.14475  -0.322
27 C 1.91829 1.19659 1.18190  0.548
28 C -2.95074 -2.54500 -1.85757  0.926
29 C -5.01487 -0.35251 1.85788  0.586
30 C -4.76183 0.79357 0.84704  0.580
31 C 3.79312 -0.89593 -1.38986  -0.179
32 C -4.63824 2.21241 1.51647  0.594
33 C 0.86196 2.16902 -1.28275  0.540
34 C 1.90844 1.10887 -1.30137  -0.059
35 C -1.57465 2.20574 2.21438  -0.185
36 C -0.00293 2.17914 -0.06613  -0.124
37 C 3.28452 -0.38866 -2.58281  -0.179
38 C 2.34068 0.62161 -2.52728  -0.179
39 C 2.42665 0.60690 -0.09357  -0.146
40 C -5.28019 -1.79045 1.29050  0.594
41 C 7.07998 -0.87034 -2.83149  0.778
42 C -4.13164 -2.47266 0.45793  0.582
43 C -3.53895 3.09458 0.85847  0.641
44 C -4.30462 -2.41167 -1.09968  0.558
45 C -2.10736 2.62782 0.99769  -0.103
46 C 2.77367 -1.78841 2.28010  -0.975
47 C -0.26404 1.76220 2.28458  -0.177
48 C 0.51813 1.72298 1.14098  -0.039
49 H 8.77782 -1.09295 -1.62838  0.389
50 H 6.66148 0.97866 -3.56033  0.409
51 H 3.60889 -0.76374 -3.54309  0.244
52 H 8.09506 0.94520 -2.59492  0.389
53 H 0.14386 1.42951 3.22950  0.236
54 H -2.16849 2.22424 3.11511  0.239
55 H 2.45488 -2.76027 1.89757  0.240
56 H 7.83283 -2.51349 -1.90697  0.410
57 H 1.94617 -1.08855 2.28552  0.222
58 H 1.90304 1.04570 -3.42281  0.232
59 H -1.69074 2.98085 -1.08811  0.253
60 H 4.42093 0.18778 2.83492  0.501
61 H 3.13714 -1.96013 3.29618  0.237
62 H 4.53574 -1.68249 -1.44127  0.245

## Properties
LUMO level, eV: -1.16
Gap between HOMO and LUMO, Eh: 0.278

=====

The DFT total energy results, record by record, are as follows: -3546.23560 -4492.95485 -4497.22234 -3372.62216 hartree.